17
Properties=species:S:1:pos:R:3 method="wB97M-V/def2-TZVPD" lumo_energy_ev=-3.75 e_homo_ev=-13.5 total_charge=+1 spin_multiplicity=1 e_tot_ha=-322.319287 e_above_lowest_kcal_mol=88.7
C 1.1307 2.5771 -0.7380
C -0.2268 -0.7017 0.3284
C 0.2635 -2.5318 1.7562
C -2.1132 0.4004 -1.0416
N 2.0364 1.7224 -0.9261
N 0.6378 -1.4584 0.8890
N -1.0489 -0.0187 -0.2080
H 1.3972 3.5055 -1.2824
H 0.1996 2.4451 -0.2629
H 0.7316 -3.3863 1.3594
H 0.4910 -2.3370 2.7451
H -0.7437 -2.7911 1.7719
H -3.0805 -0.1103 -0.6623
H -2.1820 1.5094 -0.9872
H -1.9533 0.1683 -2.2070
H 1.6929 -1.1142 0.8338
H 2.7676 2.1211 -1.3684

18
Properties=species:S:1:pos:R:3 method="wB97M-V/def2-TZVPD" lumo_energy_ev=-5.06 e_homo_ev=-14.0 total_charge=+1 spin_multiplicity=1 e_tot_ha=-397.658039 e_above_lowest_kcal_mol=13.3
N -2.2105 -0.8419 1.6236
C -1.8578 -0.7298 0.2984
N -1.6294 0.6007 -0.1339
O -1.7594 -1.6776 -0.4476
H -2.1774 -1.7978 1.9510
H -1.6861 -0.2268 2.2306
H -2.0805 1.2513 0.5038
H -2.1181 0.7546 -1.0153
C 1.9912 -0.0102 -0.0199
C 1.5452 -0.9325 0.8332
C 1.4852 1.2801 -1.9692
N 1.1233 0.7614 -0.8595
H 3.0540 0.1705 -0.1510
H 0.5390 -1.0024 1.2143
H 2.3367 -1.5287 1.2644
H 0.8656 2.0381 -2.4270
H 2.4718 1.0361 -2.3551
H 0.1073 0.8549 -0.5407

18
Properties=species:S:1:pos:R:3 method="wB97M-V/def2-TZVPD" lumo_energy_ev=-3.46 e_homo_ev=-14.3 total_charge=+1 spin_multiplicity=1 e_tot_ha=-397.620857 e_above_lowest_kcal_mol=36.7
C 1.4393 -1.3031 0.0334
C -0.0275 -1.1893 -0.1378
C -0.1557 -0.0962 -1.1339
C 1.3599 1.5461 -2.2446
N 2.1692 -0.4676 -0.5439
N 0.9693 0.4575 -1.4295
N -1.0618 -0.2059 2.3178
O -1.2832 0.3326 -1.6434
H 1.8900 -2.0568 0.6633
H -0.5376 -2.1175 -0.3934
H -0.4823 -0.8385 0.8649
H 0.9388 2.4780 -1.8605
H 2.4468 1.6095 -2.2323
H 1.0165 1.3917 -3.2695
H -1.8274 0.4538 2.2267
H -0.3018 0.2801 2.7847
H -1.3743 -0.9434 2.9423
H -2.0568 -0.1747 -1.3552

19
Properties=species:S:1:pos:R:3 method="wB97M-V/def2-TZVPD" lumo_energy_ev=-3.12 e_homo_ev=-11.9 total_charge=+1 spin_multiplicity=1 e_tot_ha=-472.878020 e_above_lowest_kcal_mol=35.9
C -0.5971 1.3952 -0.1049
C 3.3312 -0.6194 -0.5561
C -2.1096 -2.0025 0.3311
C -0.8382 0.1381 0.2139
N 0.6560 2.0008 0.4031
N 4.2551 -1.2672 -0.8965
N -1.9099 -0.6488 -0.1858
O -1.4514 2.3269 -0.6388
O 2.3614 -0.0149 -0.4518
H -2.0277 -2.8382 -0.3390
H -1.3718 -2.2464 1.0914
H -3.1294 -2.1553 0.6847
H -0.1363 -0.3969 0.7082
H 0.5558 2.4865 1.2427
H 1.3298 1.2371 0.4546
H 1.0513 2.6439 -0.3567
H 5.0106 -1.7614 -0.3740
H -2.6859 -0.2142 -0.6324
H -2.2939 1.9365 -0.5939

21
Properties=species:S:1:pos:R:3 method="wB97M-V/def2-TZVPD" lumo_energy_ev=-0.93 e_homo_ev=-9.0 total_charge=0 spin_multiplicity=1 e_tot_ha=-1422.032581 e_above_lowest_kcal_mol=0.0
C -1.5471 -0.1361 -1.3385
C -1.7399 -1.1225 0.9694
C -1.1598 1.3530 0.6614
C -1.0570 -0.0105 0.1025
N 2.7091 -0.9069 0.8785
N 4.4437 0.2529 -0.8071
N 0.3200 -0.4206 0.1210
O 2.1821 1.3340 -0.7416
P 4.2027 -0.9144 0.3557
P 3.4947 1.2140 -1.5601
P 1.6484 0.3924 0.7227
H -1.0559 0.5779 -1.9635
H -1.1523 -1.1216 -1.5314
H -2.6067 0.0062 -1.4898
H -1.3512 -1.1626 2.0500
H -1.4115 -2.1467 0.6047
H -2.7883 -1.1486 0.9071
H -0.9237 1.5022 1.7603
H -0.4303 1.9719 0.0749
H -2.2161 1.7728 0.6853
H 0.4392 -1.2868 -0.4612

18
Properties=species:S:1:pos:R:3 method="wB97M-V/def2-TZVPD" lumo_energy_ev=0.69 e_homo_ev=-9.4 total_charge=0 spin_multiplicity=1 e_tot_ha=-377.299571 e_above_lowest_kcal_mol=92.4
C -0.9117 -1.3651 -1.2541
C -0.9370 0.1327 -1.1398
C 0.3175 0.2900 2.1911
N 0.5385 -0.8207 1.6775
N -1.9522 0.8853 -1.2398
H -2.8237 0.3669 -1.3269
H -0.0949 -1.6739 -1.9020
H -0.7359 -1.7941 -0.2693
H -1.8599 -1.7350 -1.6398
H -0.4066 0.4103 2.9909
H 0.7939 1.2257 1.8135
N 1.6764 -0.9950 0.4531
C 0.4827 1.8266 -0.3806
N 0.3298 0.7154 -0.9728
H 2.3986 -0.2857 0.3373
H 2.0612 -1.8046 0.9240
H 1.4529 2.3070 -0.4231
H -0.3296 2.3142 0.1608

18
Properties=species:S:1:pos:R:3 method="wB97M-V/def2-TZVPD" lumo_energy_ev=1.04 e_homo_ev=-8.6 total_charge=0 spin_multiplicity=1 e_tot_ha=-377.192979 e_above_lowest_kcal_mol=159.3
C 3.9250 -0.1312 -0.1694
C 2.4800 -0.3603 0.5278
C -0.5195 0.8626 0.1158
C -3.7843 -0.7938 0.1038
H 4.2782 -0.8790 -0.9755
H 4.2716 0.8141 -0.1526
H 4.5864 -0.5645 0.5794
H 2.2778 -0.1086 1.4695
H 2.4062 -1.6061 0.7909
H 1.4877 -0.2117 -1.2553
H -0.1341 1.9197 0.5644
H -2.7371 1.5911 0.3440
H -4.5678 -0.0588 0.3753
H -3.8527 -1.8644 -0.5431
N 1.5361 0.2354 -0.3605
N 0.1390 -0.1807 -0.1544
N -2.0317 0.8450 -0.1131
N -2.5897 -0.3991 -0.0384

18
Properties=species:S:1:pos:R:3 method="wB97M-V/def2-TZVPD" lumo_energy_ev=-10.52 e_homo_ev=-19.4 total_charge=+2 spin_multiplicity=1 e_tot_ha=-376.655997 e_above_lowest_kcal_mol=92.4
C 2.3963 -0.2533 0.1917
C -0.4925 -1.0470 -0.0873
C 0.5414 1.2495 -0.2530
C -1.9808 0.8946 -0.0940
N 1.7388 0.8949 0.3611
N -0.6341 0.2080 -0.0344
N 1.8499 -1.2067 -0.4047
N -0.8856 -2.2138 0.1543
H 3.4940 -0.2323 0.2436
H -0.0090 2.1968 -0.0015
H 0.5812 1.2904 -1.4038
H -2.8357 0.2487 -0.0489
H -1.9488 1.4999 0.7735
H -2.1976 1.4765 -1.0117
H 1.8423 1.1842 1.3256
H 2.2666 -2.1244 -0.5617
H -1.1998 -2.4315 1.0413
H -0.4035 -2.9985 -0.2445

19
Properties=species:S:1:pos:R:3 method="wB97M-V/def2-TZVPD" lumo_energy_ev=0.87 e_homo_ev=-9.2 total_charge=0 spin_multiplicity=1 e_tot_ha=-452.615177 e_above_lowest_kcal_mol=51.9
C 2.8035 -0.6885 1.0203
C 1.0088 0.6782 -0.2074
C -0.0302 -1.4054 -1.0715
C -3.4571 0.1558 0.5838
H 3.7333 -1.1730 0.6524
H 2.9949 -0.1799 1.9933
H 2.0369 -1.4151 1.2024
H 3.0030 0.9142 -0.3118
H -0.8403 -2.0280 -0.7591
H 0.8861 -2.0033 -1.0477
H -0.1933 -1.0627 -2.0950
H -3.3216 1.1753 0.9328
H -3.9678 -0.5210 1.2817
H -4.1033 0.2550 -0.3354
N 2.2974 0.2434 -0.0451
N -0.0402 -0.2641 -0.1344
N -1.2089 0.3188 0.2276
N -2.1866 -0.4237 0.0909
O 0.7239 1.8096 -0.5547

19
Properties=species:S:1:pos:R:3 method="wB97M-V/def2-TZVPD" lumo_energy_ev="-0.34 / -0.34" e_homo_ev="-8.0 / -8.0" total_charge=0 spin_multiplicity=1 e_tot_ha=-452.496082 e_above_lowest_kcal_mol=126.6
C 0.7414 -0.7729 1.9680
N 0.9392 -0.7786 0.5417
C 1.0991 0.4262 -0.2586
N 0.4261 1.5230 0.4145
O 2.2137 0.6149 -0.7894
H 1.5380 -1.5132 0.1893
H -0.2355 1.9663 -0.2117
H 1.1000 2.2209 0.7096
H -0.2642 -0.4119 2.1971
H 0.8333 -1.7894 2.3481
H 1.4550 -0.1308 2.4979
C -0.1041 -0.1603 -2.6120
C -2.3543 -0.1500 0.2366
N -0.3770 -0.0375 -1.3923
N -1.5801 -0.8744 -0.4235
H -0.8631 -0.4681 -3.3281
H -3.3487 -0.5426 0.4427
H -2.1495 0.9166 0.3990
H 0.9307 -0.0380 -2.9289

16
Properties=species:S:1:pos:R:3 method="wB97M-V/def2-TZVPD" lumo_energy_ev=4.27 e_homo_ev=-2.2 total_charge=-1 spin_multiplicity=1 e_tot_ha=-288.375228 e_above_lowest_kcal_mol=10.3
C 0.9645 -1.0221 -0.6066
C 0.8941 0.4314 -0.2041
C -0.4841 0.7707 0.3896
C -1.6663 0.0966 -0.3489
O -1.9170 -1.1512 0.0416
N 1.9538 0.8269 0.7296
H 0.1595 -1.1989 -1.3090
H 1.9162 -1.2848 -1.0884
H 0.7339 -1.6557 0.2519
H 1.0594 1.0525 -1.0972
H -0.4131 0.2645 1.3559
H -0.6082 1.8488 0.4168
H -2.5722 0.7534 -0.2097
H -1.4244 0.1937 -1.4450
H 2.1419 1.8220 0.6842
H 1.6739 0.7225 1.6956

16
Properties=species:S:1:pos:R:3 method="wB97M-V/def2-TZVPD" lumo_energy_ev=-5.00 e_homo_ev=-14.4 total_charge=+1 spin_multiplicity=1 e_tot_ha=-288.071991 e_above_lowest_kcal_mol=57.2
C 0.9252 1.1661 2.0213
C 0.2543 0.2115 1.0240
C 0.7014 0.1943 -0.2107
N 0.1408 -0.7627 -1.2131
C 0.7361 -1.1072 -2.2982
H 0.2448 1.9241 2.4718
H 1.3712 0.8281 2.8789
H 1.9031 1.7137 1.5620
H -0.6516 -0.2848 1.5952
H 1.5179 0.8482 -0.5856
H -0.7495 -1.0539 -1.0322
H 0.2685 -1.6518 -3.1238
H 1.7139 -0.8924 -2.5545
H -2.7569 0.3741 0.0233
H -3.1443 -1.0371 -0.3489
O -2.4748 -0.4702 -0.2094

16
Properties=species:S:1:pos:R:3 method="wB97M-V/def2-TZVPD" lumo_energy_ev=-4.01 e_homo_ev=-13.9 total_charge=+1 spin_multiplicity=1 e_tot_ha=-288.101576 e_above_lowest_kcal_mol=38.6
C -0.0599 -1.3261 -0.9556
C 0.6478 -0.2771 -0.1425
C -0.2353 0.2818 0.9941
C -1.3504 1.2093 0.3737
O -1.5437 1.5359 -0.7375
N 1.8915 -0.8341 0.3895
H -0.8429 -0.8992 -1.7044
H 0.8145 -1.7165 -1.4296
H -0.5767 -2.1646 -0.4483
H 1.0943 0.4647 -0.8172
H -0.6744 -0.5663 1.4629
H 0.5262 0.6578 1.7632
H -2.0868 1.5730 1.1628
H 1.8378 -1.4803 1.2610
H 2.3285 -1.4539 -0.2787
H 2.6755 -0.1902 0.5835

16
Properties=species:S:1:pos:R:3 method="wB97M-V/def2-TZVPD" lumo_energy_ev="-4.62 / -4.44" e_homo_ev="-14.0 / -13.5" total_charge=+1 spin_multiplicity=1 e_tot_ha=-287.930716 e_above_lowest_kcal_mol=145.8
C 0.0397 1.8284 -0.4268
C -0.9030 0.1781 0.2446
C -1.7685 -1.0148 -0.2541
C 1.4910 -0.2377 0.3693
N 0.4372 0.3445 -0.4560
O -1.2798 1.4799 0.1092
H 0.4905 2.4751 0.4185
H -0.0962 2.1663 -1.4765
H -0.9735 -0.3479 2.2195
H -2.0684 -0.6118 -1.1986
H -2.6151 -1.3297 0.4259
H -1.0549 -1.9062 -0.4597
H 2.5652 0.0493 0.2351
H 1.2529 -0.1740 1.3742
H 1.5282 -1.3755 0.2049
H 0.5870 -0.0227 -1.4543